[1]
A molecular structure, C74H57FGeIrN3OP3Si in a non-equilibrium geometry, computed with the ωB97M-V functional and the def2-TZVPD basis.

```
142
Properties=species:S:1:pos:R:3
C -2.63 3.30 0.12
H -5.40 1.69 -0.17
H -3.37 -0.24 -6.25
H -0.99 1.18 6.64
P -0.14 0.50 -2.65
C -3.30 -0.67 4.96
H 0.61 -1.61 -4.47
H 0.76 -0.06 5.93
C 0.59 3.21 -1.73
C 1.96 2.47 1.76
H 5.97 1.50 -4.49
H 5.63 0.46 2.93
P 0.24 1.95 1.66
N -0.26 1.64 0.11
H -1.23 0.50 -5.32
C -2.68 0.19 5.77
C -0.39 4.58 1.92
H 6.58 -1.82 3.15
C 2.08 -2.85 -2.55
C -5.32 0.62 0.01
H 3.84 0.89 1.34
C -1.62 2.94 -2.95
H -2.36 6.34 4.03
H -7.18 -2.20 0.02
C -0.22 -0.38 5.58
C -0.62 3.30 2.44
C 1.77 -4.15 -2.92
H 0.14 -2.44 5.44
C 2.76 2.79 0.66
C 1.43 1.68 -4.63
Ge 2.38 2.63 -1.24
C -2.28 -5.91 -0.19
C 4.48 -0.84 -2.56
C -0.51 2.22 -2.33
H 5.72 -3.64 1.72
C -1.37 0.06 2.57
C -2.52 -3.88 1.14
C 3.69 3.20 3.28
C 3.70 -1.14 0.64
H 0.27 4.73 1.08
C -5.10 -2.10 0.49
C -3.21 -4.65 2.09
H -1.22 -3.19 3.68
C -6.32 -1.56 0.12
H -1.99 2.82 -3.95
H 6.09 -0.92 -3.97
H 2.48 2.60 -6.25
H 2.02 -0.24 2.40
C 5.29 1.07 -3.77
H -2.88 4.55 -2.11
H -2.12 0.80 2.26
N -1.61 3.56 -0.70
H -2.69 4.10 4.98
H 4.65 3.62 0.07
C -0.06 0.39 2.47
C 5.24 -0.35 2.33
H 2.80 0.48 -7.48
H -3.09 -7.71 0.64
C 1.99 -2.45 -1.22
C -4.08 -1.05 -4.39
H -3.25 0.74 0.47
C 2.10 1.67 -5.84
C 4.22 -0.11 1.43
H -3.46 -2.43 3.79
C 1.06 -1.40 3.82
C 1.25 -4.67 -0.62
H 4.56 -1.89 -2.31
C -3.15 -0.41 -5.20
C 1.08 -0.46 2.87
H 1.35 5.22 -2.31
H -0.98 6.11 -2.66
C 0.46 4.63 -2.16
H 4.04 3.36 4.29
H -5.03 -1.38 -4.81
C 2.29 0.48 -6.53
Ir 0.24 -0.25 -0.49
C 1.08 -0.70 -4.82
H 1.98 -1.96 4.00
H -3.92 -6.58 2.68
Si -2.32 -2.03 1.13
H 2.46 -2.16 -3.29
C -2.06 4.23 4.12
C -0.77 5.11 -2.34
P 2.48 -0.80 -0.68
C 5.78 -1.63 2.45
H 3.92 -3.23 0.13
C -1.88 4.12 -2.06
H 4.37 2.94 -3.31
C 0.93 0.49 -4.10
C -2.74 -1.67 4.02
C -1.94 0.01 -4.68
H 1.27 2.62 -4.12
H 1.17 -6.08 -2.23
C -1.44 3.12 3.55
H -4.39 -0.66 4.98
H 1.87 -4.46 -3.95
H -1.59 -3.97 -0.79
H -7.39 0.23 -0.41
F 3.24 4.09 -1.78
C -4.10 0.07 0.38
C -6.43 -0.20 -0.12
H -0.85 6.66 2.09
C -3.81 -1.28 -3.05
C 1.38 -5.06 -1.95
H 1.41 -3.06 0.78
C -3.96 -1.29 0.63
C -1.87 -1.27 2.83
C 3.52 -0.03 -1.94
O -1.06 -1.61 0.14
C -1.86 5.49 3.58
C 5.35 -0.29 -3.49
C 4.49 3.54 2.19
C 4.02 3.34 0.90
C 1.53 -3.37 -0.26
H -5.03 -3.17 0.66
C 2.42 2.69 3.06
C 3.47 1.34 -2.19
N -3.49 3.07 0.85
C 1.77 -0.71 -6.02
C 4.37 1.87 -3.12
H 1.79 2.46 3.91
C -0.12 -1.64 4.73
C -1.30 -2.13 3.92
C -1.25 0.35 6.00
C 5.29 -2.65 1.65
C -1.66 -0.21 -3.32
H 1.88 -1.63 -6.57
C 4.26 -2.41 0.76
C -3.40 -6.01 1.92
C -1.02 5.67 2.49
H -1.93 -6.39 -1.10
H -2.38 -1.05 -1.49
H 5.47 3.96 2.35
H -1.58 2.15 3.99
C -2.07 -4.54 -0.01
H -3.62 -4.19 2.98
C -2.93 -6.64 0.78
C -2.59 -0.86 -2.52
H 0.93 -5.38 0.13
C -0.51 2.63 -0.88
H -3.31 0.84 6.36
H -4.53 -1.77 -2.41
```

The HOMO-LUMO gap (spin up / spin down) comes out at 5.9 / 5.9 eV. As for the spin multiplicity: 2. Its energy relative to the best compared isomer or geometry (same formula, charge and spin) is 106.1 kJ/mol. The total charge is +2. As for the expectation value of S²: 0.756. For the LUMO energy (spin up / spin down), the calculation gives -6.35 / -6.34 eV. For the HOMO energy (spin up / spin down), the calculation gives -12.22 / -12.22 eV. As for the electronic energy: -181983.349 eV.

Löwdin atomic charge list, values in e, 6 entries: number 1, C, carries -0.2462; number 2, H, carries 0.0884; number 3, H, carries 0.1166; number 4, H, carries 0.1072; number 5, P, carries 1.0195; number 6, C, carries -0.0296

=====

[2]
13 unconnected molecules or ions with the total composition C74H84N6O10 in a non-equilibrium geometry, computed with the ωB97M-V functional and the def2-TZVPD basis.

```
174
Properties=species:S:1:pos:R:3
C 17.62 -29.39 -10.82
H 20.75 -24.59 -11.83
C 24.06 -20.70 -7.82
H 16.44 -31.13 -10.51
H 18.09 -32.67 -11.45
H 20.71 -24.10 -7.51
O 23.20 -27.71 -11.62
C 19.78 -18.86 -8.72
C 27.13 -26.10 -11.80
C 26.35 -26.57 -10.75
H 22.66 -24.89 -3.62
C 18.31 -22.14 -7.18
C 17.41 -30.74 -10.80
H 19.10 -26.73 -8.08
H 19.54 -18.33 -7.80
C 19.00 -19.96 -10.73
C 18.16 -26.46 -7.59
H 24.48 -23.43 -19.36
C 24.77 -25.29 -16.55
C 24.22 -22.37 -4.13
C 28.51 -25.01 -10.16
H 20.13 -23.17 -9.84
H 17.73 -19.00 -15.34
O 27.30 -25.40 -17.54
H 25.52 -22.72 -15.43
H 17.81 -18.72 -9.37
N 22.50 -22.15 -2.57
H 22.20 -22.02 -4.63
C 19.61 -31.14 -11.57
C 18.35 -31.63 -11.31
H 18.51 -21.15 -6.76
H 24.85 -20.33 -16.35
C 16.87 -25.48 -11.65
C 17.50 -21.98 -13.78
H 29.35 -24.34 -10.04
C 22.67 -20.66 -13.83
C 21.30 -20.19 -9.98
H 20.10 -28.32 -5.14
H 23.23 -22.61 -7.21
C 17.56 -25.73 -12.82
C 21.02 -24.89 -10.83
H 19.21 -27.89 -11.08
H 22.73 -24.26 -5.21
H 21.53 -28.84 -13.87
H 20.45 -31.75 -11.86
C 21.99 -30.08 -7.94
H 23.62 -30.09 -13.68
H 23.02 -19.34 -15.56
N 18.11 -23.08 -4.91
C 19.29 -20.49 -15.24
H 18.28 -20.07 -11.53
C 23.32 -20.21 -15.00
C 26.61 -26.25 -9.45
H 21.91 -20.11 -13.29
O 26.88 -24.38 -19.32
H 22.39 -27.88 -5.40
H 18.70 -22.30 -4.66
O 20.84 -24.18 -4.29
C 19.99 -29.62 -6.79
H 24.86 -22.78 -3.35
C 17.44 -23.00 -6.21
O 18.73 -29.72 -16.48
H 24.51 -22.87 -5.06
H 22.25 -23.15 -18.42
C 22.55 -24.38 -16.75
H 17.65 -21.87 -8.01
H 26.84 -26.33 -12.81
H 27.86 -25.22 -8.08
H 21.50 -24.29 -16.52
C 24.39 -22.74 -9.04
O 25.81 -24.21 -13.47
H 24.87 -18.94 -8.71
H 15.05 -24.91 -10.71
H 24.38 -21.30 -4.20
C 19.93 -29.85 -11.29
C 21.15 -30.96 -16.47
C 24.15 -22.61 -13.84
C 15.56 -25.27 -14.04
C 20.65 -30.31 -7.74
H 17.46 -25.80 -14.92
C 28.16 -25.24 -11.44
C 21.83 -25.68 -8.24
H 20.47 -31.17 -17.28
H 18.95 -29.94 -6.74
C 24.39 -20.86 -15.53
C 27.73 -25.44 -9.12
C 21.06 -24.50 -8.46
H 22.10 -26.03 -7.25
C 22.99 -23.73 -17.88
C 22.01 -28.56 -6.15
C 24.77 -22.08 -14.98
H 22.82 -27.31 -9.21
H 25.70 -20.16 -10.72
H 19.15 -22.72 -7.54
H 25.34 -22.54 -10.97
H 16.26 -20.18 -13.95
C 22.33 -31.73 -16.36
H 20.25 -31.11 -8.35
H 20.91 -29.43 -11.40
H 17.45 -25.70 -10.77
H 25.52 -25.85 -16.00
H 18.77 -23.84 -5.03
H 16.39 -24.97 -6.11
C 18.73 -22.47 -14.09
O 24.07 -24.36 -12.32
H 13.80 -24.72 -12.85
C 20.34 -25.52 -4.47
H 16.70 -22.45 -13.23
H 18.97 -23.44 -13.69
N 26.53 -24.84 -18.25
H 25.47 -27.13 -11.03
C 14.84 -25.00 -12.88
H 28.87 -24.91 -12.17
C 21.04 -19.36 -8.91
C 19.68 -21.73 -14.73
H 23.77 -20.15 -6.93
H 16.60 -24.26 -7.70
N 24.64 -23.85 -13.21
H 20.64 -25.99 -5.40
H 20.61 -26.25 -3.70
C 22.88 -30.39 -14.41
H 23.35 -25.45 -15.01
H 20.55 -21.07 -11.83
C 22.28 -26.39 -9.40
H 26.03 -26.64 -8.62
C 23.18 -31.45 -15.31
C 18.00 -19.98 -14.97
H 16.57 -22.40 -5.95
C 24.85 -20.02 -8.75
C 21.89 -26.03 -10.62
C 25.28 -20.69 -9.88
H 22.43 -30.62 -8.77
H 24.22 -23.80 -9.17
C 22.76 -22.62 -3.91
C 23.13 -21.82 -13.31
H 20.57 -22.31 -14.94
H 22.56 -32.47 -17.11
H 23.85 -29.11 -7.22
C 17.15 -20.73 -14.22
C 25.15 -24.70 -17.73
C 20.77 -30.06 -15.50
O 22.05 -26.43 -12.92
H 19.25 -25.50 -4.48
H 17.48 -26.53 -8.43
H 24.10 -32.01 -15.21
C 22.78 -29.24 -7.14
H 16.86 -28.70 -10.49
C 21.63 -29.76 -14.43
H 21.77 -22.66 -2.10
C 25.05 -22.02 -10.07
H 22.64 -22.03 -12.38
C 22.27 -24.08 -4.23
H 18.59 -26.04 -12.81
C 18.76 -19.18 -9.60
O 19.17 -28.43 -14.96
C 20.32 -20.51 -10.93
H 19.93 -19.92 -15.89
C 18.91 -28.92 -11.11
C 24.26 -23.88 -18.40
H 17.81 -27.12 -6.80
H 22.24 -20.70 -10.13
N 19.52 -29.31 -15.68
H 21.79 -19.21 -8.15
O 18.36 -25.13 -7.05
H 23.32 -22.32 -2.00
C 20.68 -28.80 -5.92
C 23.53 -25.17 -16.04
C 20.66 -24.10 -9.73
C 16.95 -25.54 -14.01
C 23.83 -22.09 -7.95
C 17.11 -24.48 -6.77
N 22.40 -26.81 -11.78
H 15.07 -25.19 -15.00
C 15.55 -25.13 -11.64
```

The HOMO-LUMO gap (spin up / spin down) comes out at 3.3 / 6.9 eV. As for the spin multiplicity: 2. The total charge is -1. As for the expectation value of S²: 0.766. For the LUMO energy (spin up / spin down), the calculation gives 1.33 / 1.33 eV. For the HOMO energy (spin up / spin down), the calculation gives -1.97 / -5.60 eV. As for the electronic energy: -107501.591 eV.

Löwdin atomic charge list, values in e, 6 entries: number 1, C, carries -0.0871; number 2, H, carries 0.1021; number 3, C, carries -0.1183; number 4, H, carries 0.0982; number 5, H, carries 0.0991; number 6, H, carries 0.0824

=====

[3]
11 unconnected molecules or ions with the total composition C75H82F6IN2O10P, computed with the ωB97M-V functional and the def2-TZVPD basis.

```
177
Properties=species:S:1:pos:R:3
C 6.53 6.66 4.47
C 5.10 -3.40 -0.23
H -2.96 1.48 -2.64
H -2.75 -0.73 2.53
C -5.41 1.13 -1.51
H -9.47 -5.90 7.39
H 1.82 -10.73 3.84
F -1.57 3.74 1.02
H -0.72 9.66 -2.42
C 0.05 5.21 -1.06
H -3.11 4.93 -4.15
N -5.00 1.91 0.77
C 0.70 -9.36 2.63
H 3.97 1.97 -4.53
C 8.70 -3.03 -5.48
H 7.84 -4.89 -4.87
H 7.39 6.10 4.82
H -0.87 -7.26 -3.51
C -1.09 -5.12 -3.54
C 0.86 -1.83 2.47
C 4.20 6.74 3.90
H -6.98 -2.77 8.93
H 2.71 -5.52 -1.35
C -6.88 -4.02 -2.34
H -7.74 -2.50 -3.59
H -5.76 -5.44 -1.19
H -0.16 -7.89 1.33
O -1.11 7.38 -3.17
C 4.32 8.09 3.58
C 1.87 -9.92 3.12
C 7.78 -1.05 -4.48
H -5.21 1.44 -2.53
H 0.84 -3.30 0.92
H 7.76 0.03 -4.37
C 1.28 -2.65 4.69
H -3.92 3.97 -0.20
C -8.35 -4.25 8.19
H 1.67 3.35 -1.53
C 0.76 -8.33 1.71
C 3.16 -8.41 1.76
H 0.64 -1.01 1.80
H 9.37 -1.03 -5.91
H -3.47 -2.75 -3.61
H -5.66 1.15 0.94
H -2.62 13.62 -4.70
H -0.10 -5.23 0.19
H 3.07 1.72 -2.20
O -3.01 5.77 -3.69
C -0.65 -3.99 -1.47
F -0.29 -0.56 -1.39
H -5.12 -2.06 5.84
O -0.68 5.09 -4.36
H -0.59 -3.07 -0.90
F -2.16 1.66 1.00
H -1.63 13.85 -2.44
C -1.14 10.53 -2.91
H 5.65 9.77 3.45
C -1.39 5.07 -1.65
C -3.06 -1.51 3.21
C -4.42 -3.11 -3.25
H 5.20 4.98 4.59
C -5.71 -4.61 -1.89
H -2.49 -4.79 3.86
H 4.01 -9.89 3.07
I 2.94 7.30 -0.16
H 3.23 6.25 3.80
C -8.49 -5.51 7.62
C 4.05 2.19 -2.37
C -0.55 0.04 -2.58
C 8.68 -1.65 -5.34
H -4.98 -4.13 8.45
H -2.77 6.41 -1.25
H 5.61 2.14 -3.85
H 4.71 -6.86 -1.90
C -6.83 -2.97 -3.24
C 6.09 -5.40 -1.14
C 1.01 -1.59 3.83
H -0.26 -9.73 2.98
H -1.70 9.43 -4.66
H 6.97 -5.98 -1.38
H -6.48 1.16 -1.33
H 6.23 -3.83 -3.31
H 4.12 -8.04 1.43
C -6.10 -5.78 7.65
C -1.12 11.77 -2.29
C 7.82 -3.81 -4.76
C 6.22 -4.15 -0.54
H -7.46 -7.26 6.90
C -3.82 3.14 -0.90
H -2.66 11.41 -5.81
C -2.32 2.81 -1.08
O 3.98 3.60 -2.25
C -7.36 -6.28 7.35
H -0.69 11.87 -1.30
H -9.23 -3.66 8.40
H -4.42 -0.26 4.30
C -4.48 -4.16 -2.35
C 5.55 8.72 3.71
O -2.35 5.66 -0.82
F -0.30 2.26 0.07
C -2.52 -2.79 3.08
C -7.09 -3.76 8.49
C -2.22 11.51 -4.82
C 1.99 -7.86 1.27
F 0.55 -0.01 -3.32
H 3.14 5.27 -3.00
O 0.19 6.55 3.81
C -3.85 -3.53 4.95
O 0.09 6.41 -0.34
H -1.23 -3.00 -3.27
C 1.08 6.49 0.61
H -0.54 5.60 -5.18
H 4.68 0.62 -3.67
H 7.21 -3.77 -0.31
H 2.99 3.88 -4.06
C 3.83 -3.90 -0.53
C -5.96 -4.52 8.22
C -2.22 1.46 -1.84
H 7.61 8.49 4.26
H 9.41 -3.49 -6.16
C 3.70 -5.14 -1.12
H 6.19 -1.38 -3.07
H 2.96 -3.31 -0.29
C 6.65 8.00 4.16
C -5.60 -2.51 -3.70
C -0.37 -5.21 -0.86
H 5.21 -2.43 0.23
C -0.81 -6.34 -2.94
H -5.22 -6.37 7.43
C 4.62 1.71 -3.70
C 6.90 -1.84 -3.75
H -5.55 -1.70 -4.41
P -1.46 5.97 -3.29
H -1.80 -2.99 2.31
H 0.92 -0.59 4.22
C -4.39 -2.26 5.07
O 0.98 5.24 -2.09
F -1.50 -0.71 -3.18
C -1.69 10.40 -4.18
H -3.57 -4.63 -2.00
C 3.10 -9.45 2.69
H -0.24 -7.33 -1.12
H -2.46 0.63 -1.17
C -4.75 2.03 -0.46
C 6.92 -3.22 -3.89
H 1.31 5.52 1.05
H -4.16 -4.32 5.63
C -1.65 12.88 -2.93
H -1.38 -5.09 -4.58
C -2.92 -3.80 3.95
H 4.70 1.86 -1.55
C -2.20 12.75 -4.20
H 1.61 -4.76 4.87
H 1.33 -5.19 2.45
C 1.56 3.97 -2.42
O -1.68 3.72 -1.96
C 1.39 -3.94 4.20
H 1.40 -2.46 5.75
C -1.01 -3.95 -2.81
C 0.43 6.95 2.75
H 2.03 -7.05 0.55
C 5.30 6.03 4.35
O -0.92 1.32 -2.42
C 1.24 -4.18 2.84
C -1.59 2.62 0.27
H 3.46 8.64 3.22
H -7.84 -4.37 -1.98
C 4.82 -5.89 -1.43
C 0.96 -3.12 1.98
C -4.00 -1.25 4.20
H 0.29 4.38 -0.39
H -5.09 0.10 -1.34
N 0.62 7.43 1.64
C -0.45 -6.38 -1.59
H 0.91 3.47 -3.15
C 2.95 4.20 -3.02
H -4.13 3.52 -1.87
```

The HOMO-LUMO gap comes out at 8.8 eV. Its SMILES is [H]/N=C(\C)C[C@@](COC(F)(F)F)(O[C@@](O)([C@@H](OCCOCC)O[C@@H](I)N=C=O)P(=O)(O)O)C(F)(F)F.c1ccccc1.c1ccccc1.c1ccccc1.c1ccccc1.c1ccccc1.c1ccccc1.c1ccccc1.c1ccccc1.c1ccccc1.c1ccccc1. As for the spin multiplicity: 1. For the LUMO energy, the calculation gives -0.13 eV. For the HOMO energy, the calculation gives -8.88 eV. As for the electronic energy: -136255.963 eV.

Löwdin atomic charge list, values in e, 6 entries: number 1, C, carries -0.0987; number 2, C, carries -0.0896; number 3, H, carries 0.1380; number 4, H, carries 0.0892; number 5, C, carries -0.0342; number 6, H, carries 0.0997

=====

Question: Which value of electronic energy does entry 1 give?
Answer: -181983.349 eV